{
  "formula": "C64H126O14",
  "method": "wB97M-V/def2-TZVPD",
  "symbols": ["C", "C", "C", "C", "C", "C", "H", "H", "H", "H", "H", "H", "H", "H", "H", "H", "H", "H", "H", "H", "C", "C", "C", "C", "C", "C", "H", "H", "H", "H", "H", "H", "H", "H", "H", "H", "H", "H", "H", "H", "C", "C", "C", "C", "C", "C", "H", "H", "H", "H", "H", "H", "H", "H", "H", "H", "H", "H", "H", "H", "C", "C", "C", "C", "C", "C", "H", "H", "H", "H", "H", "H", "H", "H", "H", "H", "H", "H", "H", "H", "C", "C", "C", "C", "C", "C", "H", "H", "H", "H", "H", "H", "H", "H", "H", "H", "H", "H", "H", "H", "C", "C", "C", "C", "C", "C", "H", "H", "H", "H", "H", "H", "H", "H", "H", "H", "H", "H", "H", "H", "O", "C", "O", "C", "C", "C", "H", "H", "H", "H", "H", "H", "O", "C", "O", "C", "C", "C", "H", "H", "H", "H", "H", "H", "O", "C", "O", "C", "C", "C", "H", "H", "H", "H", "H", "H", "O", "C", "O", "C", "C", "C", "H", "H", "H", "H", "H", "H", "O", "C", "O", "C", "C", "C", "H", "H", "H", "H", "H", "H", "O", "C", "O", "C", "C", "C", "H", "H", "H", "H", "H", "H", "O", "C", "O", "C", "C", "C", "H", "H", "H", "H", "H", "H"],
  "xyz": [[-16.138257, 30.525584, 13.967598], [-14.841742, 30.317227, 14.771999], [-14.285823, 28.904321, 14.582911], [-15.065547, 27.759982, 15.229166], [-14.303038, 26.420698, 15.357204], [-15.125880, 25.417729, 16.090551], [-16.947800, 29.969240, 14.489721], [-15.924101, 30.207518, 12.945851], [-16.373214, 31.564416, 13.949187], [-14.094609, 31.061363, 14.450677], [-14.997817, 30.469276, 15.855483], [-13.268477, 28.833003, 15.065499], [-14.184001, 28.591813, 13.542153], [-15.394465, 28.074598, 16.233528], [-15.998312, 27.521384, 14.689471], [-13.947234, 26.000283, 14.396032], [-13.367235, 26.604100, 15.919847], [-15.380486, 25.702894, 17.112180], [-16.059303, 25.139423, 15.566663], [-14.581812, 24.479319, 16.218325], [-7.639694, 25.049697, 18.551722], [-7.911822, 25.974685, 17.368269], [-9.022785, 25.385567, 16.497610], [-9.325030, 26.155423, 15.270640], [-10.542780, 25.597825, 14.455813], [-10.967376, 26.361007, 13.228527], [-7.594242, 24.005705, 18.265491], [-8.432306, 25.165929, 19.333330], [-6.619421, 25.198472, 18.956080], [-8.164251, 26.945671, 17.755127], [-6.988900, 26.040984, 16.807659], [-9.876346, 25.316868, 17.157681], [-8.782905, 24.374064, 16.174079], [-9.545915, 27.205458, 15.534600], [-8.452298, 26.197655, 14.573906], [-10.227460, 24.591802, 14.145328], [-11.433464, 25.427992, 15.086151], [-10.192845, 26.474842, 12.442388], [-11.877011, 25.899734, 12.784831], [-11.231748, 27.407790, 13.497858], [-16.384276, 27.735955, 19.459133], [-16.588981, 26.385236, 20.119645], [-18.009472, 25.876731, 19.861991], [-18.199221, 24.468984, 20.509885], [-18.463616, 24.604380, 21.937598], [-18.528386, 23.184959, 22.600730], [-17.104132, 28.463632, 19.815175], [-16.592796, 27.635518, 18.404177], [-15.396553, 28.097010, 19.705029], [-15.918655, 25.618082, 19.711390], [-16.331614, 26.499087, 21.180855], [-18.231074, 25.838652, 18.784558], [-18.740705, 26.640979, 20.191174], [-19.050552, 23.905739, 20.087958], [-17.381617, 23.767319, 20.399414], [-17.669919, 25.159997, 22.480278], [-19.390376, 25.177295, 22.148595], [-18.511850, 23.207654, 23.668450], [-19.460502, 22.631987, 22.440711], [-17.809024, 22.487234, 22.175146], [-12.901457, 33.353714, 17.459605], [-12.674680, 31.958256, 18.072329], [-11.900375, 31.032921, 17.131363], [-11.559270, 29.692028, 17.828890], [-12.748920, 28.789073, 18.105971], [-12.258867, 27.466000, 18.706527], [-13.508493, 34.034792, 18.050298], [-13.256924, 33.386966, 16.432154], [-11.961940, 33.887208, 17.367373], [-12.090482, 32.136668, 18.922105], [-13.613964, 31.578321, 18.423147], [-11.006546, 31.557358, 16.819986], [-12.497241, 30.803203, 16.236313], [-10.803224, 29.200400, 17.216833], [-11.068652, 29.927319, 18.800581], [-13.368482, 29.326224, 18.836685], [-13.335310, 28.566648, 17.185303], [-11.766468, 27.706411, 19.630480], [-13.112137, 26.823349, 18.928762], [-11.630193, 26.901348, 18.038449], [-13.269257, 13.509407, 19.421708], [-12.705636, 13.975944, 18.048910], [-12.804468, 15.518202, 17.876093], [-12.438953, 15.980796, 16.452111], [-12.596307, 17.465148, 16.159372], [-12.301694, 17.766062, 14.686144], [-12.793944, 14.098377, 20.227528], [-13.109698, 12.452419, 19.647522], [-14.323209, 13.702920, 19.487117], [-11.710369, 13.653816, 17.758508], [-13.278793, 13.522730, 17.231298], [-12.226652, 16.081417, 18.601093], [-13.863180, 15.858240, 17.979748], [-11.457294, 15.605112, 16.195093], [-13.177716, 15.457521, 15.869097], [-13.593577, 17.825214, 16.338390], [-11.975919, 17.982309, 16.907190], [-13.019195, 17.184922, 14.083671], [-12.468126, 18.792755, 14.444170], [-11.274669, 17.481066, 14.391897], [-9.277559, 20.014154, 15.193849], [-8.195886, 21.093745, 15.374468], [-6.885507, 20.574789, 16.030169], [-5.880805, 21.680022, 16.235361], [-4.540246, 21.086338, 16.745818], [-3.759398, 20.348505, 15.649125], [-9.637098, 19.614234, 16.184767], [-8.941183, 19.093153, 14.673976], [-10.160079, 20.292806, 14.579900], [-7.909821, 21.560785, 14.426342], [-8.714869, 21.903774, 15.901020], [-6.524126, 19.780835, 15.397897], [-7.095802, 20.158274, 17.011058], [-5.684718, 22.292441, 15.370865], [-6.268443, 22.375175, 17.000559], [-3.826105, 21.853747, 17.114065], [-4.704950, 20.457275, 17.639488], [-4.451924, 19.623449, 15.247352], [-3.415035, 21.126986, 14.944533], [-2.867664, 19.879515, 16.112533], [-9.898606, 22.560023, 19.302126], [-8.953158, 22.569516, 20.045943], [-8.967988, 23.334824, 21.131219], [-7.883067, 22.984461, 21.975924], [-7.297883, 21.734748, 21.429202], [-7.778649, 21.592755, 20.028154], [-8.264910, 22.851195, 23.005529], [-7.222184, 23.835129, 22.055827], [-7.646105, 20.913565, 22.050875], [-6.221120, 21.783469, 21.391189], [-8.247050, 20.611337, 19.889252], [-7.077218, 21.789451, 19.208733], [-13.514733, 18.523647, 19.994840], [-14.594032, 18.957552, 20.339585], [-15.546177, 18.100998, 20.744208], [-16.824915, 18.804095, 20.700889], [-16.455035, 20.320256, 20.872224], [-15.069849, 20.364265, 20.268390], [-17.388362, 18.419309, 21.560917], [-17.304523, 18.597934, 19.715413], [-16.405267, 20.534251, 21.913761], [-17.217006, 20.944086, 20.416553], [-14.332621, 20.999817, 20.783858], [-15.034887, 20.589464, 19.206782], [-17.607335, 22.869325, 13.025680], [-16.708986, 22.162636, 13.452752], [-16.374168, 22.220928, 14.756680], [-15.153856, 21.482704, 14.959548], [-15.232456, 20.343583, 13.944293], [-15.892225, 21.088019, 12.781654], [-15.148276, 21.212661, 15.999681], [-14.236006, 22.090397, 14.765200], [-15.876424, 19.506210, 14.298618], [-14.205280, 20.010636, 13.705070], [-16.543618, 20.471689, 12.165808], [-15.120139, 21.588760, 12.157472], [-15.067722, 22.034259, 23.645088], [-14.337740, 22.734214, 22.967675], [-13.038896, 22.478960, 22.875653], [-12.373615, 23.434737, 22.037868], [-13.314470, 24.607380, 21.850007], [-14.671170, 23.926164, 22.166462], [-12.149983, 22.918008, 21.116896], [-11.468801, 23.618812, 22.572464], [-13.370239, 24.924986, 20.812509], [-13.155872, 25.424246, 22.576393], [-15.159787, 23.601143, 21.225520], [-15.467668, 24.519856, 22.673740], [-11.904252, 21.932464, 12.937044], [-11.156353, 22.557335, 12.222447], [-11.617966, 23.422708, 11.334782], [-10.549544, 23.762414, 10.456848], [-9.261523, 23.605880, 11.255172], [-9.631090, 22.451460, 12.138769], [-10.696417, 24.784703, 10.082553], [-10.616298, 23.107511, 9.584164], [-9.004593, 24.504076, 11.830943], [-8.387335, 23.457081, 10.638785], [-9.204649, 22.420062, 13.155196], [-9.372154, 21.465236, 11.790281], [-14.134452, 23.359887, 18.825306], [-13.318949, 22.982943, 18.086665], [-13.198869, 21.672418, 17.732287], [-12.033277, 21.415341, 16.924169], [-11.626744, 22.761895, 16.331876], [-12.250355, 23.752623, 17.311560], [-12.296012, 20.680120, 16.164888], [-11.326410, 20.958981, 17.594846], [-12.088144, 22.875947, 15.336657], [-10.556860, 22.859776, 16.237209], [-12.647991, 24.617471, 16.784300], [-11.592455, 24.077590, 18.144986], [-17.794015, 19.665995, 17.128942], [-17.911122, 20.879097, 17.177296], [-16.947185, 21.674152, 17.768763], [-17.176359, 23.064719, 17.530647], [-18.674422, 23.156763, 17.104501], [-18.985750, 21.715419, 16.608241], [-16.495687, 23.325560, 16.804385], [-17.038975, 23.643715, 18.417767], [-18.850067, 23.866556, 16.320125], [-19.400738, 23.396487, 17.909045], [-19.016566, 21.616803, 15.520683], [-19.881333, 21.270550, 17.048691]],
  "forces_ev_per_a": [[0.624, -0.820, 1.084], [0.020, -0.261, -0.158], [1.082, -0.874, 0.746], [-0.611, -0.315, 0.095], [0.742, 1.034, -0.062], [-0.641, -1.367, 0.219], [0.299, 0.253, -0.883], [-0.529, -0.215, 0.023], [-0.441, 0.813, -0.018], [-0.136, -0.279, 0.090], [-0.050, 0.089, -0.353], [-0.650, 0.280, -0.673], [0.270, 0.544, -0.266], [0.137, -0.181, -0.067], [0.195, 0.314, 0.010], [-0.432, 0.388, 0.134], [-0.227, 0.035, -0.058], [-0.065, 0.350, 0.010], [0.329, 0.329, 0.102], [-0.052, -0.063, -0.171], [0.221, 0.200, 0.868], [0.290, -1.453, -0.073], [0.538, -0.041, 0.610], [-1.138, 1.373, -1.733], [0.854, -0.781, 0.543], [-0.464, 1.158, -0.490], [-0.396, -0.290, -0.376], [0.831, -0.137, -0.469], [-0.618, 0.415, 0.238], [-0.197, 0.591, -0.091], [0.237, 0.304, -0.379], [-0.630, -0.135, -0.025], [0.253, -0.328, 0.326], [0.083, -0.170, -0.094], [-0.420, -0.079, 0.522], [-0.167, -0.110, 0.014], [0.452, 0.254, 0.023], [-0.261, -0.349, 0.429], [0.629, 0.271, 0.130], [-0.010, -0.542, -0.095], [-0.153, -0.410, 0.270], [-0.325, 0.026, -0.303], [0.044, -0.692, -0.031], [-1.131, 0.871, -1.339], [-0.343, -0.871, 3.122], [-1.013, 0.153, -0.713], [-0.186, 0.155, 0.327], [0.458, 0.166, -0.531], [0.368, 0.311, -0.455], [0.244, 0.259, -0.007], [-0.369, -0.308, -0.052], [0.507, -0.134, 0.002], [0.132, -0.628, 0.438], [0.093, 0.410, -0.155], [0.693, 0.302, -0.372], [-0.233, -0.179, -0.456], [0.344, -0.366, -0.196], [0.695, 0.139, 0.766], [-0.360, 0.476, -0.514], [0.573, 0.317, 0.352], [0.448, 0.348, -0.268], [-0.420, 1.120, -1.819], [-0.960, -0.746, 0.712], [0.499, 1.017, -0.144], [0.233, -0.310, -0.359], [-1.327, 0.438, -0.005], [-0.351, -0.255, 0.195], [-0.488, -0.472, -0.054], [0.543, -0.029, 0.147], [0.984, 0.018, 1.535], [-0.549, -0.574, -0.034], [0.347, 0.014, -0.139], [0.148, 0.208, 0.098], [0.024, -0.359, -0.028], [-0.163, -0.181, -0.465], [-0.242, -0.368, -0.264], [0.277, 0.433, 0.600], [0.533, -0.257, 0.480], [-0.055, -0.103, 0.138], [0.529, -0.032, -0.282], [1.406, 0.408, -0.182], [-0.916, 0.702, -0.225], [-0.781, 0.264, -0.583], [-0.905, -0.475, 0.750], [0.914, -0.141, 0.212], [0.298, -0.940, 0.273], [-0.154, -0.286, -0.272], [0.083, 0.049, -0.208], [-0.561, 0.150, -0.119], [0.528, -0.104, 0.772], [-0.381, 0.054, 0.155], [0.146, -0.119, 0.395], [0.600, -0.384, 0.431], [0.415, 0.074, -0.291], [-0.079, -0.401, -0.895], [-0.694, -0.148, 0.379], [0.128, 0.334, -0.528], [0.343, 0.094, 0.051], [0.066, 0.843, -0.160], [-0.436, 0.124, 0.084], [-0.353, -1.321, 0.020], [-0.396, -0.398, -0.103], [-1.556, 1.021, -0.233], [1.068, -0.182, 1.409], [0.705, 0.746, 0.454], [0.112, 0.640, 1.130], [0.226, 0.659, -0.821], [0.368, 0.496, 0.192], [0.418, 0.394, 0.580], [-0.016, -0.293, -0.143], [0.593, 0.019, 0.471], [0.290, -0.336, -0.215], [-0.162, -0.303, 0.143], [-0.044, 0.088, -0.659], [0.024, -0.155, -0.208], [-0.717, 0.055, -0.099], [-0.167, -0.040, -0.466], [0.423, -0.366, -0.708], [-0.250, -0.731, -0.121], [-0.525, 0.008, -0.520], [0.186, 0.288, -0.480], [-1.237, -1.009, -0.992], [0.067, 0.274, 0.240], [-0.369, 1.124, 1.669], [1.524, -0.867, 0.392], [-1.587, 0.069, -0.445], [-0.060, -0.053, -0.537], [0.431, 0.239, -0.344], [0.327, -0.245, -0.123], [0.416, -0.192, 0.636], [0.253, 0.194, -0.372], [-0.119, 0.077, 0.325], [-0.419, 0.620, 0.427], [1.643, -1.549, -0.654], [-0.951, 0.656, -0.150], [0.242, 0.316, 0.234], [-0.430, -1.326, -0.585], [0.327, 0.369, 0.062], [-0.140, 0.104, -0.535], [0.239, 0.080, 0.785], [0.020, 0.273, 0.901], [0.116, 0.174, -0.218], [-0.366, -0.111, -0.232], [-0.173, 0.387, -0.118], [1.352, -1.110, 0.253], [-1.844, 0.971, -0.214], [0.645, 0.435, -0.045], [0.443, -0.214, 0.039], [0.281, -0.093, 0.153], [0.483, 0.134, -0.470], [0.045, -0.371, 0.400], [-0.827, -0.019, -0.054], [0.574, 0.558, -0.141], [-0.689, -0.132, 0.058], [0.112, 0.119, -0.164], [-0.500, -0.323, 0.184], [0.477, 0.738, -0.759], [-1.040, -1.384, 1.313], [0.319, -0.338, 0.197], [0.017, -0.496, 0.077], [-1.322, -0.094, 0.526], [-1.248, 1.062, -0.724], [0.171, 0.036, -0.464], [0.762, 0.562, 0.017], [0.429, 0.431, 0.109], [0.219, -0.256, -0.579], [0.340, -0.091, 0.346], [0.867, -0.227, -0.220], [0.423, 0.294, -0.034], [-0.201, -1.404, 1.153], [-0.021, 0.479, -0.404], [0.271, 1.274, -1.054], [0.350, 0.349, -0.088], [-0.323, -0.242, 1.480], [-0.117, -0.249, 0.284], [0.221, -0.151, 0.112], [-0.505, -0.120, 0.044], [0.087, -0.352, -0.390], [-0.314, 0.494, -0.334], [-0.036, -0.374, -0.706], [-2.272, 1.243, 2.304], [2.530, -1.595, -3.502], [-0.448, 0.006, 0.280], [-0.443, -0.062, -0.026], [-0.633, -0.117, 0.196], [0.326, 0.315, 0.834], [-0.158, 0.011, 0.002], [0.624, 0.032, 0.144], [0.264, -0.003, 0.319], [0.247, 0.056, -0.007], [-0.092, 0.097, 0.455], [0.099, 0.008, -0.732], [-0.118, 1.739, 0.327], [1.954, -1.233, -0.003], [-0.562, -1.139, 0.165], [-2.739, -0.710, 0.953], [-0.363, -1.023, -0.087], [-0.479, 0.651, 0.368], [1.148, 0.955, -1.666], [0.479, 0.036, 0.603], [0.111, 0.444, -0.429], [0.887, -0.003, -0.129], [0.025, -0.048, 0.164], [-0.290, 0.347, -0.346]],
  "relative_energy_ev": 0.6270,
  "gap_ev": 9.60
}